{"formula": "C17H18N2O3S2", "method": "the ωB97M-V functional and the def2-TZVPD basis", "spin_multiplicity": 1, "total_energy_ha": -1790.240969, "e_lumo_ev": 0.35, "gap_ev": 8.79, "de_lowest_kj_mol": 38.82, "smiles": "CSc1ccccc1NC(=O)c1ccc2c(c1)CCN2S(C)(=O)=O", "symbols": ["C", "S", "C", "C", "C", "C", "C", "C", "N", "C", "O", "C", "C", "C", "C", "C", "C", "C", "C", "N", "S", "C", "O", "O", "H", "H", "H", "H", "H", "H", "H", "H", "H", "H", "H", "H", "H", "H", "H", "H", "H", "H"], "positions_angstrom": [[-0.722, 2.113, 4.109], [0.835, 2.057, 3.166], [1.510, 0.545, 3.854], [1.982, 0.547, 5.153], [2.481, -0.617, 5.711], [2.514, -1.776, 4.954], [2.057, -1.784, 3.650], [1.549, -0.620, 3.076], [1.080, -0.549, 1.773], [1.003, -1.529, 0.823], [1.288, -2.693, 1.020], [0.502, -1.048, -0.496], [-0.099, -1.992, -1.328], [-0.593, -1.657, -2.577], [-0.453, -0.343, -2.992], [0.170, 0.610, -2.181], [0.649, 0.272, -0.938], [0.205, 1.931, -2.898], [-0.569, 1.646, -4.200], [-0.849, 0.213, -4.196], [-2.160, -0.362, -5.051], [-3.544, -0.187, -3.891], [-1.964, -1.751, -5.313], [-2.354, 0.536, -6.145], [-0.501, 2.171, 5.170], [-1.308, 1.225, 3.890], [-1.250, 3.004, 3.785], [1.959, 1.464, 5.724], [2.846, -0.613, 6.726], [2.905, -2.687, 5.381], [2.084, -2.684, 3.059], [0.752, 0.379, 1.526], [-0.173, -3.007, -0.968], [-1.052, -2.387, -3.222], [1.155, 1.018, -0.343], [1.234, 2.227, -3.107], [-0.258, 2.723, -2.309], [0.010, 1.886, -5.093], [-1.510, 2.200, -4.255], [-3.691, 0.865, -3.687], [-4.419, -0.606, -4.371], [-3.301, -0.739, -2.993]], "atomic_forces_ev_per_a": [[0.301, -0.123, -0.251], [0.037, -0.085, 0.299], [-0.228, 0.523, -0.336], [0.077, -0.185, 0.056], [0.034, 0.009, 0.148], [-0.018, 0.133, 0.042], [0.028, -0.218, -0.172], [0.165, -0.152, 0.422], [-0.117, 0.380, -0.287], [-0.010, 0.057, 0.135], [0.011, -0.144, 0.007], [-0.036, -0.041, -0.341], [0.053, 0.114, 0.222], [0.035, 0.007, 0.000], [0.368, -0.359, 0.966], [-0.235, -0.105, -0.255], [-0.107, -0.304, -0.055], [0.069, -0.026, 0.019], [-0.037, 0.766, -0.426], [-0.644, -0.374, -0.865], [-0.350, 0.190, 0.358], [0.757, -0.103, -0.592], [0.054, -0.166, 0.297], [0.020, 0.281, 0.125], [-0.055, 0.029, 0.048], [-0.104, 0.005, 0.042], [-0.101, 0.075, 0.017], [0.001, 0.084, 0.024], [0.041, -0.012, 0.092], [0.032, -0.089, 0.019], [0.001, -0.026, 0.004], [-0.032, -0.265, -0.001], [0.009, -0.082, 0.024], [-0.008, -0.123, -0.006], [0.047, 0.074, 0.089], [-0.034, 0.052, -0.029], [0.028, 0.013, -0.057], [-0.099, 0.091, 0.117], [0.119, 0.084, 0.026], [0.004, 0.203, 0.039], [-0.112, -0.087, -0.136], [0.034, -0.100, 0.172]]}